(1)
DFT (ωB97M-V/def2-TZVPD) results for a cluster of 5 separate species, C50H113N2OP2 in total at a distorted geometry.

Properties
energy = -77264.3723 eV
frontier orbital gap = 8.92 eV
charge = +3
energy above the lowest of the compared OMol25 structures with the same formula, charge and spin = 0.0 kJ/mol

Each line ends with the Löwdin charge.
Cartesian coordinates (Å):
O: -0.50679 -0.48080 -0.24843  -0.419
H: -1.18395 -1.14520 -0.41038  -0.169
C: 4.29016 3.23468 1.35471  -0.095
C: 3.53029 2.43330 0.29703  -0.258
C: 4.18954 1.08025 0.03674  -0.224
C: 3.27944 0.15046 -0.77353  -0.248
P: 3.09573 -1.52085 -0.03287  1.065
C: 2.21035 -1.14065 1.52642  -0.248
C: 2.86661 -1.55934 2.83235  -0.245
C: 3.88099 -0.63458 3.54787  -0.222
C: 3.12856 0.61959 3.98557  -0.106
C: 2.00840 -2.68940 -0.91513  -0.268
C: 2.26621 -2.95627 -2.40452  -0.232
C: 1.14884 -3.67130 -3.15261  -0.254
C: 0.85346 -5.08598 -2.65597  -0.090
C: 4.72035 -2.30704 0.30981  -0.249
C: 5.61865 -2.47095 -0.92265  -0.240
C: 7.00988 -3.01834 -0.59494  -0.263
C: 7.95158 -3.13425 -1.76720  -0.113
H: 3.70455 4.14434 1.51255  0.069
H: 5.29808 3.45248 1.00042  0.092
H: 4.40486 2.81677 2.35858  0.063
H: 3.53185 3.12536 -0.54749  0.101
H: 2.51449 2.21071 0.64327  0.088
H: 4.40326 0.73847 1.05553  0.090
H: 5.15477 1.19713 -0.45615  0.128
H: 3.68226 0.05766 -1.78492  0.094
H: 2.24761 0.50131 -0.86624  0.079
H: 1.25539 -1.66325 1.42863  0.061
H: 1.83447 -0.11540 1.54090  0.073
H: 3.36236 -2.53425 2.72471  0.104
H: 2.15528 -1.86386 3.60603  0.099
H: 4.70424 -0.43838 2.85830  0.086
H: 4.24881 -1.10237 4.45959  0.121
H: 3.73380 1.36482 4.49606  0.083
H: 2.25547 0.30933 4.56460  0.084
H: 2.65961 1.09091 3.11218  0.042
H: 1.09647 -2.06567 -0.88437  0.053
H: 1.82761 -3.60147 -0.34494  0.096
H: 3.23681 -3.39012 -2.64393  0.105
H: 2.30752 -1.95961 -2.86482  0.099
H: 1.37611 -3.59865 -4.21748  0.116
H: 0.17022 -3.17427 -3.09748  0.082
H: -0.11285 -5.45852 -3.00773  0.068
H: 0.79947 -5.18424 -1.56861  0.058
H: 1.56504 -5.83067 -3.01762  0.087
H: 4.44496 -3.27277 0.74432  0.104
H: 5.18709 -1.71054 1.09432  0.089
H: 5.76338 -1.45014 -1.30548  0.107
H: 5.18038 -2.97809 -1.78166  0.101
H: 6.81940 -4.02360 -0.20123  0.116
H: 7.56178 -2.52194 0.20668  0.118
H: 7.59888 -3.86242 -2.50489  0.078
H: 8.97402 -3.42777 -1.52740  0.083
H: 8.12553 -2.23629 -2.37053  0.078
C: 2.09751 5.57897 -1.85124  -0.085
C: 1.09152 4.46935 -1.63416  -0.283
C: 0.35685 4.46512 -0.29193  -0.213
C: -0.53691 3.20594 -0.08975  -0.263
P: -1.27186 2.94459 1.54945  1.035
C: -0.02895 2.52592 2.81474  -0.254
C: 0.98248 3.61100 3.28262  -0.221
C: 1.36872 3.44171 4.76979  -0.251
C: 2.61819 4.20785 5.15246  -0.101
C: -1.98401 4.52967 2.12927  -0.241
C: -3.14040 5.05767 1.20593  -0.225
C: -4.53322 4.47932 1.40060  -0.256
C: -5.32494 4.88864 2.67363  -0.071
C: -2.47678 1.58774 1.49901  -0.280
C: -3.38745 1.36343 2.72810  -0.222
C: -4.21644 0.09190 2.58020  -0.247
C: -5.19692 0.04470 1.39280  -0.090
H: 1.66974 6.57630 -1.86192  0.087
H: 2.66452 5.36877 -2.76106  0.082
H: 2.89854 5.44922 -1.11597  0.072
H: 1.61570 3.51947 -1.79367  0.083
H: 0.31510 4.46256 -2.40840  0.106
H: -0.35394 5.29740 -0.29146  0.113
H: 0.94458 4.64170 0.61090  0.101
H: -0.00955 2.28722 -0.37168  0.076
H: -1.41981 3.19392 -0.73743  0.080
H: 0.42481 1.56757 2.53869  0.078
H: -0.56605 2.22644 3.72426  0.097
H: 0.53709 4.59226 3.13928  0.095
H: 1.87206 3.48524 2.66341  0.073
H: 1.45566 2.41270 5.10990  0.089
H: 0.52755 3.90755 5.29239  0.118
H: 2.81646 3.97277 6.20306  0.085
H: 2.62625 5.29832 5.13848  0.084
H: 3.52780 3.90561 4.62564  0.062
H: -1.11252 5.19099 2.14596  0.077
H: -2.34068 4.63864 3.15674  0.109
H: -2.81749 4.91244 0.17084  0.091
H: -3.13392 6.13211 1.39927  0.123
H: -4.47545 3.38953 1.38208  0.060
H: -5.07473 4.73068 0.48712  0.115
H: -4.73527 4.83338 3.58399  0.070
H: -6.02108 4.04007 2.71266  0.070
H: -6.04287 5.69830 2.58208  0.080
H: -1.77081 0.73885 1.45014  0.064
H: -2.90364 1.46342 0.50016  0.092
H: -3.97905 2.24585 2.96916  0.095
H: -2.65845 1.20189 3.52478  0.106
H: -4.77398 -0.10908 3.49621  0.119
H: -3.45331 -0.69692 2.58324  0.081
H: -6.05103 -0.62381 1.48271  0.080
H: -4.75240 -0.14688 0.41422  0.048
H: -5.60207 1.06132 1.40953  0.078
C: -5.61615 -0.53409 -2.83013  -0.086
C: -4.74975 -0.13171 -4.04174  -0.235
C: -3.29287 0.14003 -3.70171  -0.193
C: -2.52732 0.90360 -4.80396  -0.094
N: -1.02441 0.97132 -4.58422  -0.232
C: -0.32469 2.02480 -5.43342  -0.094
C: 0.44918 1.23861 -6.45432  -0.124
C: 0.82764 -0.06180 -5.69081  -0.135
C: -0.42769 -0.36638 -4.87709  -0.116
C: -0.77001 1.31496 -3.12011  -0.003
H: -5.20363 -1.40312 -2.30509  0.050
H: -6.54437 -0.91620 -3.25260  0.084
H: -5.74941 0.26182 -2.10339  0.073
H: -5.11792 0.86878 -4.31190  0.117
H: -4.98939 -0.67400 -4.95441  0.120
H: -2.74727 -0.76838 -3.41681  0.108
H: -3.18946 0.74906 -2.80142  0.105
H: -2.81339 1.95589 -4.83051  0.137
H: -2.69519 0.50658 -5.80385  0.145
H: 0.26322 2.68290 -4.79028  0.125
H: -0.98261 2.80752 -5.82098  0.143
H: 1.38764 1.71526 -6.73193  0.130
H: -0.09202 0.98643 -7.36454  0.129
H: 1.67345 0.16588 -5.03389  0.113
H: 1.19864 -0.81157 -6.38489  0.126
H: -0.29164 -0.94897 -3.96887  0.113
H: -0.99519 -1.01300 -5.55003  0.145
H: -1.39544 2.15602 -2.82041  0.101
H: 0.28144 1.55977 -3.01937  0.100
H: -1.10378 0.51416 -2.46038  0.059
C: -1.01052 -4.44351 5.12153  -0.079
C: -0.88828 -3.50660 3.92807  -0.265
C: -1.01599 -4.29962 2.61295  -0.170
C: -1.21806 -3.39015 1.38464  -0.115
N: -2.40874 -3.79024 0.55013  -0.236
C: -2.34350 -5.30312 0.18025  -0.064
C: -3.02865 -5.45412 -1.17888  -0.127
C: -3.07316 -4.05181 -1.78485  -0.146
C: -2.27684 -3.17053 -0.81141  -0.122
C: -3.70383 -3.47441 1.19103  0.046
H: -0.67418 -4.01504 6.06020  0.083
H: -0.46870 -5.35213 4.85793  0.083
H: -2.06574 -4.70671 5.22144  0.083
H: 0.01532 -2.88749 3.97165  0.093
H: -1.61269 -2.68153 3.87357  0.101
H: -1.90369 -4.91643 2.76042  0.105
H: -0.11503 -4.90917 2.54701  0.124
H: -0.34797 -3.12974 0.79035  0.098
H: -1.53625 -2.39935 1.72667  0.115
H: -2.83589 -5.89452 0.94695  0.136
H: -1.28589 -5.56225 0.17195  0.131
H: -4.04004 -5.77056 -0.93180  0.121
H: -2.49771 -6.13633 -1.83464  0.121
H: -4.11494 -3.77221 -1.95179  0.107
H: -2.67379 -4.10746 -2.79836  0.116
H: -2.60969 -2.14672 -0.96306  0.119
H: -1.23965 -3.27297 -1.12376  0.112
H: -4.56004 -3.76041 0.57467  0.125
H: -3.86630 -2.39944 1.05398  0.088
H: -3.73355 -3.79732 2.22337  0.121

(2)
DFT (ωB97M-V/def2-TZVPD) results for a cluster of 13 separate species, C50H124N13O20 in total at a distorted geometry.

Properties
energy = -114134.3544 eV
frontier orbital gap = 5.30 eV
charge = +3

Each line ends with the Löwdin charge.
Cartesian coordinates (Å):
C: 4.70680 0.37650 -0.53422  0.046
C: 4.51928 -0.72140 -1.53840  -0.341
O: 4.32204 -1.90096 -1.28103  0.165
N: 4.79066 -0.24036 -2.95943  0.106
H: 4.80402 0.76111 -2.82914  0.147
H: 5.70593 -0.58323 -3.21406  0.191
C: 3.61152 -0.45305 -3.92895  0.053
H: 5.41988 1.05781 -0.99836  0.090
H: 5.41478 -0.03949 0.18259  0.116
H: 3.79973 0.79131 -0.09461  0.106
H: 3.44470 -1.52593 -4.02485  0.111
H: 3.92264 -0.11420 -4.91712  0.108
H: 2.72821 0.10988 -3.62734  0.076
C: 8.89450 -0.28934 6.58656  -0.089
C: 8.05855 0.97873 6.83393  -0.254
C: 6.94244 0.97536 5.84831  -0.219
C: 5.88960 2.09601 6.09086  -0.108
N: 4.81659 2.19748 5.00684  -0.223
C: 5.43364 2.54711 3.59622  -0.046
C: 4.59691 3.75182 3.07371  -0.157
C: 3.41794 4.05750 3.98733  -0.149
C: 3.93630 3.44607 5.30670  -0.087
C: 3.96852 0.95773 4.99709  0.031
H: 9.23844 -0.35839 5.55455  0.075
H: 8.31526 -1.19824 6.74935  0.078
H: 9.74670 -0.38589 7.25926  0.078
H: 8.69493 1.86294 6.79804  0.117
H: 7.49306 1.03912 7.76381  0.117
H: 6.33346 0.08460 6.00253  0.115
H: 7.34825 1.02515 4.83790  0.115
H: 6.43077 3.04174 6.06217  0.129
H: 5.39436 2.04611 7.06057  0.146
H: 5.46551 1.65038 2.97738  0.122
H: 6.42356 2.96515 3.77900  0.120
H: 4.34513 3.72747 2.01347  0.102
H: 5.32446 4.56327 3.09186  0.112
H: 2.50095 3.55834 3.67417  0.090
H: 3.22144 5.11387 4.17056  0.119
H: 3.14719 3.25544 6.03407  0.124
H: 4.53864 4.30717 5.59618  0.133
H: 3.44668 1.03338 5.95107  0.112
H: 4.50237 0.01695 4.86283  0.104
H: 3.28190 1.08741 4.16053  0.096
C: -0.25719 2.06486 -10.37505  -0.110
C: -0.13492 1.13713 -9.18670  -0.235
C: -0.92465 1.56288 -7.88593  -0.149
C: -0.07296 1.48493 -6.54636  -0.097
N: -0.70570 2.13248 -5.28324  -0.183
C: -0.95140 3.70997 -5.58667  -0.064
C: -0.69763 4.39790 -4.26299  -0.155
C: 0.49088 3.59905 -3.72279  -0.150
C: 0.18896 2.09928 -4.01268  -0.075
C: -2.10149 1.53096 -4.96591  0.038
H: -0.17178 1.57184 -11.34342  0.082
H: 0.34426 2.97198 -10.31584  0.078
H: -1.25127 2.50513 -10.45299  0.073
H: 0.91472 1.11519 -8.89364  0.094
H: -0.42453 0.12771 -9.47875  0.109
H: -1.79675 0.91080 -7.83756  0.101
H: -1.31639 2.57795 -7.95126  0.098
H: 0.93692 1.87037 -6.68667  0.122
H: 0.08278 0.44342 -6.26511  0.118
H: -1.99729 3.84711 -5.86128  0.135
H: -0.17907 4.02498 -6.28836  0.134
H: -1.55895 4.23571 -3.61498  0.110
H: -0.43161 5.43170 -4.48341  0.131
H: 0.80764 3.81836 -2.70315  0.094
H: 1.37906 3.92026 -4.26690  0.112
H: -0.26712 1.61289 -3.15041  0.114
H: 1.09744 1.55733 -4.27547  0.091
H: -2.68260 1.52359 -5.88806  0.102
H: -2.59843 2.21791 -4.28089  0.078
H: -1.93854 0.54713 -4.52588  0.075
C: 3.41193 -9.57780 -2.66515  -0.102
C: 3.14992 -9.08753 -1.24257  -0.241
C: 2.44861 -7.72611 -1.29727  -0.210
C: 2.35232 -7.00095 0.06023  -0.051
N: 1.87888 -5.50602 -0.02927  -0.219
C: 0.36969 -5.31854 -0.32913  -0.066
C: -0.24406 -5.55648 1.10366  -0.107
C: 0.91587 -5.29285 2.14819  -0.126
C: 2.12544 -4.79740 1.30531  -0.093
C: 2.50285 -4.68817 -1.24676  0.026
H: 4.25070 -9.08440 -3.15619  0.078
H: 2.55137 -9.47720 -3.32652  0.075
H: 3.60542 -10.65041 -2.67770  0.079
H: 4.07509 -9.06447 -0.66670  0.117
H: 2.46236 -9.73116 -0.69385  0.114
H: 1.61778 -7.61801 -1.99451  0.115
H: 3.12485 -7.13323 -1.91314  0.094
H: 3.32598 -6.90709 0.54114  0.140
H: 1.57887 -7.47193 0.66689  0.133
H: 0.19905 -4.31249 -0.71233  0.088
H: 0.18264 -5.99925 -1.15965  0.123
H: -1.07201 -4.89709 1.36403  0.093
H: -0.58208 -6.56665 1.33477  0.110
H: 0.59370 -4.63451 2.95498  0.107
H: 1.17689 -6.16581 2.74643  0.117
H: 2.22462 -3.72035 1.17031  0.108
H: 3.04157 -5.09767 1.81388  0.130
H: 3.58258 -4.62961 -1.10944  0.095
H: 2.31849 -3.63944 -1.01380  0.067
H: 2.16713 -5.09452 -2.20084  0.104
C: -5.46360 1.90025 2.15997  0.030
N: -5.59785 1.98176 3.69742  -0.313
C: -5.66550 0.60457 4.38378  0.032
C: -4.31944 2.60730 4.14727  -0.020
C: -6.79221 2.89617 4.09755  -0.059
C: -8.22214 2.25709 4.19073  -0.195
O: -8.41069 1.48083 3.01717  -0.074
H: -6.32152 1.38390 1.72933  0.109
H: -4.54700 1.31925 2.05812  0.077
H: -5.26270 2.90911 1.79950  0.099
H: -5.86873 0.61845 5.45457  0.117
H: -4.70156 0.13755 4.18175  0.087
H: -6.42489 -0.00357 3.89226  0.098
H: -4.34531 3.58582 3.66777  0.098
H: -3.51239 1.94838 3.82696  0.091
H: -4.29109 2.60500 5.23690  0.121
H: -6.86782 3.69668 3.36163  0.128
H: -6.54314 3.39032 5.03664  0.131
H: -9.05441 2.95553 4.27790  0.131
H: -8.26294 1.49923 4.97309  0.116
H: -9.23544 0.99483 3.08913  0.106
C: -5.18509 -2.25986 -2.61978  0.035
N: -4.07059 -2.82847 -3.52410  -0.283
C: -3.02664 -1.69569 -3.73225  -0.011
C: -3.28979 -3.98695 -2.77946  0.047
C: -4.61668 -3.35695 -4.86442  -0.086
C: -5.22748 -2.41209 -5.89265  -0.233
O: -6.21050 -1.59442 -5.34210  -0.038
H: -5.95531 -3.02526 -2.52475  0.114
H: -5.55793 -1.36040 -3.10972  0.087
H: -4.76453 -2.03579 -1.63946  0.086
H: -2.66735 -1.28990 -2.78655  0.098
H: -3.52234 -0.82093 -4.15317  0.068
H: -2.25855 -2.01537 -4.43649  0.100
H: -3.86164 -4.90948 -2.87961  0.104
H: -3.10827 -3.70819 -1.74146  0.093
H: -2.36409 -4.09939 -3.34386  0.088
H: -5.18614 -4.23989 -4.57417  0.135
H: -3.69675 -3.81065 -5.23318  0.125
H: -5.63953 -2.94901 -6.74707  0.136
H: -4.47237 -1.76386 -6.33730  0.118
H: -7.02897 -2.09098 -5.41370  0.110
C: -1.90921 -1.50715 3.00478  0.028
N: -1.14306 -0.93589 1.79995  -0.261
C: -0.36217 -2.08110 1.17323  -0.003
C: -2.05019 -0.34564 0.69295  0.025
C: -0.13502 0.11473 2.41790  -0.030
C: 1.02111 0.60599 1.42392  -0.186
O: 0.51810 1.35485 0.32740  -0.099
H: -2.62870 -2.28901 2.76164  0.095
H: -2.37729 -0.68869 3.55171  0.093
H: -1.21313 -1.94247 3.72176  0.104
H: 0.26771 -1.71595 0.36205  0.068
H: -1.11700 -2.69734 0.68479  0.097
H: 0.20213 -2.47808 2.01708  0.094
H: -3.08956 -0.53057 0.96428  0.068
H: -1.81479 -0.82635 -0.25657  0.085
H: -1.85186 0.71967 0.57511  0.072
H: 0.27643 -0.28203 3.34602  0.117
H: -0.82203 0.93058 2.64262  0.091
H: 1.65104 -0.21662 1.08541  0.096
H: 1.71228 1.28408 1.92449  0.108
H: 0.33920 0.78152 -0.42152  0.028
C: -0.40775 4.49132 -0.34808  0.017
N: -1.08166 4.90018 1.01566  -0.289
C: -2.00235 6.06732 0.78608  0.016
C: -2.01724 3.72978 1.50129  0.027
C: 0.03520 5.14109 2.09392  -0.040
C: 1.12979 6.23595 1.71968  -0.209
O: 2.10191 5.84786 0.77353  -0.070
H: 0.49908 3.95145 -0.07551  0.076
H: -0.08321 5.35973 -0.92134  0.099
H: -1.02198 3.77247 -0.89037  0.080
H: -2.77464 5.65211 0.13858  0.109
H: -1.47685 6.82319 0.20247  0.104
H: -2.32202 6.32355 1.79616  0.115
H: -2.77822 3.57348 0.73670  0.091
H: -2.38086 3.94231 2.50662  0.084
H: -1.44971 2.80982 1.64162  0.074
H: 0.44203 4.15635 2.32388  0.107
H: -0.48308 5.43970 3.00514  0.132
H: 1.71156 6.52772 2.59404  0.113
H: 0.66409 7.19272 1.48342  0.117
H: 2.70698 6.58865 0.69158  0.099
N: -0.08355 2.01904 5.31008  -0.669
O: -0.89945 1.31637 5.92222  -0.026
O: 1.06344 2.08699 5.67053  -0.020
O: -0.48954 2.71056 4.38572  -0.090
N: -5.31951 -2.48024 1.13356  -0.623
O: -4.22067 -2.93982 0.80824  -0.098
O: -6.33727 -2.97988 0.66766  -0.004
O: -5.30500 -1.44298 1.86664  -0.090
N: 0.30909 -1.37217 -2.67176  -0.601
O: 0.60482 -0.65419 -1.71574  -0.054
O: 0.40182 -0.98688 -3.85710  -0.060
O: 0.08447 -2.56739 -2.51928  -0.019
N: 2.81433 -2.51890 3.86396  -0.718
O: 3.35559 -3.51862 4.34215  -0.042
O: 3.29567 -1.87816 2.97408  -0.070
O: 1.82741 -2.16729 4.46465  -0.042
N: -3.91827 1.55797 -1.79121  -0.661
O: -3.11500 2.51946 -1.86431  -0.096
O: -4.44181 1.10082 -2.78967  -0.012
O: -4.14874 1.12332 -0.72311  0.008